(1)
Formula: C15H17FKN2O2Si
Source: the Open Molecules 2025 dataset
Level of theory: ωB97M-V with the def2-TZVPD basis set

For the energy above the lowest of the compared OMol25 structures with the same formula, charge and spin, the calculation gives 44.4 kcal/mol. As for the multiplicity: 1. As for the lowest unoccupied orbital energy: 2.226 eV. As for the gap between HOMO and LUMO: 5.810 eV. Its total charge is -1.

Structure (XYZ):
```
39
Properties=species:S:1:pos:R:3:forces:R:3:nbo_charge:R:1
K 0.482566 2.748129 0.491135 -0.31 0.32 -0.36 0.95
C -3.673940 -0.414759 0.331257 -0.03 0.19 0.08 -1.12
Si -2.539341 1.099884 0.185973 0.25 -0.09 -0.08 1.79
C -2.145440 1.681150 1.955799 -0.36 -0.06 0.14 -1.14
C -3.600005 2.461997 -0.582469 0.07 -0.03 -0.04 -1.11
N -1.140361 0.905870 -0.740464 -0.19 0.13 -0.04 -1.22
C -0.357451 -0.190467 -0.737023 0.11 0.05 -0.01 0.25
C -0.305554 -1.290523 0.062898 -0.02 -0.03 0.03 -0.42
C 0.781517 -2.268199 -0.308392 -0.02 -0.04 -0.07 -0.27
C 2.627056 -1.770133 -2.077790 0.09 0.14 -0.04 -0.15
C 3.150268 -0.567389 -1.878308 0.04 -0.12 -0.06 -0.23
C 2.103948 0.402974 -1.401677 0.05 -0.07 -0.04 0.43
F 2.197230 1.592964 -2.175846 0.02 -0.02 -0.02 -0.40
H -4.668238 -0.085544 0.649474 -0.03 -0.04 0.00 0.21
H -3.326070 -1.160090 1.046257 0.07 0.01 0.02 0.23
H -3.775999 -0.908311 -0.636615 0.03 0.01 -0.05 0.23
H -3.060915 1.608777 2.553357 0.04 0.00 0.09 0.22
H -1.822653 2.723308 2.047130 0.00 0.02 -0.11 0.20
H -1.389174 1.060224 2.441218 0.03 -0.05 -0.03 0.24
H -4.504913 2.663929 -0.005324 -0.03 -0.01 0.06 0.21
H -3.897981 2.166853 -1.590575 -0.02 -0.01 -0.03 0.23
H -3.045415 3.399166 -0.674201 0.04 0.01 0.01 0.22
H -0.914899 -1.425847 0.947772 -0.01 -0.06 0.02 0.20
H 0.412804 -3.299554 -0.367421 -0.01 0.03 0.00 0.19
H 3.207831 -2.640264 -2.358482 -0.04 -0.06 0.01 0.20
H 4.195195 -0.300927 -1.958081 0.01 0.07 0.02 0.21
O 2.786665 0.325739 3.327057 0.07 0.06 0.09 -0.72
C 2.367440 0.979549 2.365277 0.15 -0.33 -0.01 0.73
O 1.936630 2.155638 2.333017 0.15 0.00 0.17 -0.82
C 2.366925 0.185150 1.004449 0.03 -0.07 -0.02 0.21
C 2.630480 -1.263518 1.152334 -0.10 -0.06 -0.03 -0.26
C 1.966734 -2.288462 0.622640 0.13 -0.10 0.15 -0.15
C 1.162678 -1.787877 -1.757479 -0.14 -0.02 0.06 -0.24
C 0.768339 -0.309100 -1.748801 0.07 0.00 -0.01 -0.28
N 2.218623 0.856146 -0.063991 -0.13 0.26 0.10 -0.50
H 3.423133 -1.467930 1.860997 -0.02 0.00 0.01 0.24
H 2.334451 -3.277890 0.890618 0.00 0.00 0.00 0.19
H 0.559316 -2.356164 -2.467444 0.04 -0.02 -0.02 0.21
H 0.488521 0.055505 -2.738276 -0.04 0.01 0.02 0.23
```
Forces are in eV/Å.

=====

(2)
Formula: C31H52AsClCoGeNS2
Source: the Open Molecules 2025 dataset
Level of theory: ωB97M-V with the def2-TZVPD basis set

As for the multiplicity: 2. As for the lowest unoccupied orbital energy (alpha / beta): -2.212 / -3.409 eV. As for the gap between HOMO and LUMO (alpha / beta): 7.718 / 6.936 eV. Its total charge is +1.

Structure (XYZ):
```
90
Properties=species:S:1:pos:R:3:forces:R:3:mulliken_spin:R:1
Co -1.229333 -1.213078 0.440475 -0.15 -0.47 0.27 0.01
C -3.194797 0.508500 2.723621 0.02 0.03 0.00 0.01
C -2.742002 -0.732594 1.997769 0.01 0.06 -0.10 0.00
C -1.697228 -1.515507 2.560437 0.12 0.07 -0.08 0.01
C -0.992710 -1.003196 3.790859 -0.04 0.03 0.03 0.00
C -1.344890 -2.786204 2.044462 -0.03 -0.02 -0.05 0.00
C -0.359239 -3.668558 2.766617 0.00 0.00 0.05 0.00
C -1.950634 -3.223818 0.856141 0.00 0.04 0.05 0.00
C -1.519566 -4.516225 0.216815 0.01 -0.01 -0.01 0.00
C -2.968814 -2.425480 0.263403 0.07 0.10 -0.10 0.00
C -3.701478 -2.941784 -0.948404 -0.02 0.00 -0.01 0.00
C -3.367025 -1.177621 0.819163 -0.06 0.00 -0.06 -0.01
C -4.452192 -0.381527 0.142407 -0.01 0.02 0.00 0.01
H -3.335440 0.285009 3.781490 0.00 0.01 0.00 0.00
H -4.141220 0.876789 2.341753 0.00 0.00 0.01 0.00
H -2.470092 1.321343 2.654105 -0.01 -0.01 -0.01 0.00
H -1.455603 -1.422151 4.688549 -0.01 0.00 0.00 0.00
H -1.038021 0.079061 3.867023 -0.01 -0.07 0.01 0.00
H 0.055412 -1.288718 3.804247 0.07 -0.01 -0.01 0.00
H 0.648931 -3.580542 2.359040 0.05 0.01 -0.03 0.00
H -0.653811 -4.713119 2.683998 0.00 0.00 0.00 0.00
H -0.312967 -3.428991 3.825624 0.00 0.00 0.00 0.00
H -2.139152 -5.351469 0.553733 -0.01 0.01 0.00 0.00
H -0.485464 -4.745022 0.463482 -0.01 0.00 0.01 0.00
H -1.585097 -4.460015 -0.866817 0.01 0.01 0.00 0.00
H -3.313654 -2.502903 -1.866917 0.02 -0.01 -0.01 0.00
H -4.761819 -2.704463 -0.881652 0.00 0.00 0.00 0.00
H -3.615173 -4.020428 -1.035870 -0.01 0.00 0.00 0.00
H -4.382945 0.677918 0.375022 0.00 0.00 0.00 0.00
H -5.445389 -0.728544 0.439299 0.00 0.00 0.02 0.00
H -4.384477 -0.478509 -0.939634 -0.01 -0.01 0.00 0.00
S 0.468359 1.936742 2.353890 0.07 0.11 -0.07 -0.01
C 1.819991 2.345648 3.292509 -0.03 -0.01 0.01 0.00
N 2.740629 2.617795 3.930806 0.00 -0.01 -0.02 0.00
C 4.361035 -2.946928 -0.499815 0.02 0.00 -0.01 0.00
C 3.278965 -2.381235 0.408884 -0.02 0.02 0.00 0.00
C 3.824427 -1.365498 1.407422 -0.01 0.03 -0.03 0.00
C 2.736488 -0.713040 2.262293 0.02 0.06 -0.04 0.00
Ge 1.513561 0.319383 1.143390 -0.11 -0.04 -0.03 0.01
C 2.213152 1.085072 -0.513082 -0.02 -0.02 -0.02 0.01
C 2.838520 2.469206 -0.324172 0.02 -0.02 0.02 0.00
C 4.150182 2.434711 0.460154 0.01 -0.01 0.02 0.00
C 5.313707 1.866977 -0.344601 0.02 -0.01 -0.01 0.00
H 3.959953 -3.689531 -1.189498 -0.01 0.00 0.01 0.00
H 5.150308 -3.424320 0.083147 0.00 0.00 0.00 0.00
H 4.824232 -2.155823 -1.093530 0.01 0.01 0.00 0.00
H 2.790073 -3.192870 0.955647 -0.03 -0.03 0.02 0.00
H 2.493945 -1.922998 -0.209138 0.00 -0.01 0.01 0.00
H 4.379912 -0.591656 0.868340 0.01 0.00 0.02 0.00
H 4.554633 -1.851906 2.059526 -0.02 -0.02 0.01 0.00
H 3.159523 -0.033154 3.004420 0.00 0.00 -0.01 0.00
H 2.158464 -1.464740 2.801036 -0.04 -0.04 0.02 0.00
H 0.291674 -0.603119 0.774903 0.12 0.03 0.08 -0.02
H 1.375020 1.096859 -1.213127 0.08 0.04 0.01 -0.01
H 2.940607 0.376648 -0.917254 -0.01 -0.02 0.01 0.00
H 2.122948 3.130683 0.171032 0.03 -0.02 0.01 0.00
H 3.033274 2.906588 -1.309381 -0.01 0.02 0.00 0.00
H 4.018886 1.860486 1.385271 0.00 0.01 0.00 0.00
H 4.397612 3.445971 0.787453 0.00 0.01 -0.02 0.00
H 5.136213 0.837363 -0.663779 -0.01 0.01 -0.01 0.00
H 6.235321 1.870431 0.236933 0.00 0.00 0.01 0.00
H 5.486053 2.461322 -1.244172 0.00 0.01 0.01 0.00
C -2.824532 -0.373015 -3.740038 0.00 0.03 0.02 0.01
As -0.944833 -0.644264 -3.428817 -0.11 0.00 0.00 -0.01
C -0.315645 -1.760446 -4.858313 -0.01 0.00 0.01 0.00
C -0.147278 1.075190 -3.780376 0.09 -0.04 0.00 0.02
S -0.422496 -1.667920 -1.630047 0.14 0.10 -0.06 0.00
H -2.954300 0.042809 -4.738818 0.00 0.02 0.01 0.00
H -3.216300 0.323136 -3.000199 0.01 -0.01 0.02 0.00
H -3.344665 -1.324915 -3.671187 -0.01 0.01 -0.01 0.00
H -0.558215 -1.300462 -5.815042 0.01 -0.01 -0.01 0.00
H -0.788332 -2.736734 -4.778584 0.00 0.00 0.01 0.00
H 0.762075 -1.873366 -4.759878 0.00 0.00 0.00 0.00
H -0.311555 1.303328 -4.833417 0.00 0.01 0.00 0.00
H 0.922027 1.021870 -3.582502 0.00 0.00 0.00 0.00
H -0.606031 1.843216 -3.164087 -0.03 0.01 -0.01 0.00
Cl -3.621350 3.587421 0.841054 0.01 0.01 0.00 0.01
C -2.216843 4.278190 0.088988 -0.05 0.02 0.03 0.15
C -2.056471 5.645956 0.134606 -0.01 -0.02 -0.02 -0.09
C -0.949894 6.233847 -0.467799 0.01 0.01 0.01 0.20
C -0.006774 5.441318 -1.122105 -0.02 -0.01 -0.01 -0.11
C -0.168287 4.077137 -1.161512 0.01 0.02 -0.02 0.17
C -1.276266 3.432319 -0.549146 0.14 -0.04 -0.04 -0.01
C -1.374526 2.038270 -0.570345 -0.20 0.01 0.03 0.12
H -2.797270 6.250453 0.639077 0.00 0.00 0.00 0.00
H -0.827009 7.307160 -0.424574 0.00 0.00 -0.01 0.01
H 0.851767 5.899312 -1.594520 0.00 0.00 0.00 0.00
H 0.569838 3.457759 -1.658601 -0.02 0.02 0.01 0.03
H -2.188832 1.512706 -0.093122 -0.01 0.00 -0.01 0.26
H -0.619742 1.446468 -1.066441 -0.03 0.01 0.09 0.21
```
Forces are in eV/Å.

=====

(3)
Formula: C39H38N2OPSc
Source: the Open Molecules 2025 dataset
Level of theory: ωB97M-V with the def2-TZVPD basis set

For the energy above the lowest of the compared OMol25 structures with the same formula, charge and spin, the calculation gives 11.2 kcal/mol. As for the multiplicity: 1. As for the lowest unoccupied orbital energy: 0.384 eV. As for the gap between HOMO and LUMO: 8.342 eV. Its total charge is 0.

Structure (XYZ):
```
82
Properties=species:S:1:pos:R:3:forces:R:3:mulliken_charge:R:1
Sc 1.303070 0.801911 -0.883870 0.45 0.48 -0.78 -1.21
C 2.534600 2.568341 -2.179751 0.07 0.09 0.04 -0.72
C 2.434122 2.992497 -0.838263 0.10 0.11 -0.04 -0.21
C 3.197033 2.102605 -0.039603 0.28 0.22 -0.01 -0.70
C 3.770919 1.139919 -0.893142 0.11 0.16 0.03 -0.72
C 3.346194 1.413184 -2.212010 0.05 0.16 0.05 -0.79
H 2.101784 3.068088 -3.032797 -0.10 -0.10 0.02 0.50
H 1.941433 3.890190 -0.497375 -0.12 -0.08 0.02 0.66
H 3.384768 2.201784 1.020722 -0.12 -0.09 -0.01 0.63
H 4.445908 0.350342 -0.599665 -0.11 -0.02 -0.01 0.75
H 3.657453 0.880150 -3.098376 -0.12 -0.09 0.03 0.54
C -3.804794 0.555028 4.035014 0.00 -0.03 0.01 -0.53
C -3.486844 1.871091 3.740732 -0.01 0.03 0.02 -0.72
C -2.688541 2.172147 2.646016 -0.04 0.03 -0.08 -0.11
C -2.201564 1.150840 1.837625 0.10 -0.26 0.00 -0.06
C -2.518090 -0.173604 2.145091 0.06 0.01 0.00 -0.48
C -3.320253 -0.469843 3.233126 -0.02 0.00 0.02 -0.66
P -1.152024 1.408542 0.372641 0.18 0.69 -0.25 2.02
C -0.781048 3.201981 0.444091 -0.15 0.00 0.09 0.37
C -1.198984 4.112483 -0.519053 0.03 -0.05 -0.04 -0.53
C -0.805716 5.442645 -0.439204 0.01 0.03 0.00 -0.65
C -0.015223 5.876403 0.613178 0.00 0.01 0.00 -0.59
C 0.397701 4.973841 1.586867 0.03 0.03 0.00 -0.77
C 0.030326 3.643956 1.492057 -0.01 -0.04 0.02 -0.40
C -2.276068 1.261207 -1.044321 -0.09 -0.07 0.11 0.32
C -3.629169 1.437933 -0.910071 0.02 0.03 0.03 -0.35
C -4.480825 1.319899 -2.024200 -0.01 0.00 -0.05 -0.93
C -3.954929 1.015974 -3.246610 0.00 0.00 0.02 -0.85
C -2.564041 0.810794 -3.414448 -0.03 -0.01 -0.02 0.65
C -2.031012 0.462693 -4.678906 0.03 -0.01 -0.02 -0.86
C -0.695848 0.232178 -4.818368 -0.02 -0.07 0.01 -1.12
C 0.162824 0.354660 -3.701189 0.03 0.09 0.04 0.17
C -0.276153 0.717310 -2.444156 -0.23 0.04 -0.19 0.90
C -1.688573 0.934276 -2.304845 0.01 -0.06 -0.02 -0.47
H -4.425770 0.326209 4.890797 -0.01 0.00 0.01 0.37
H -3.863136 2.672498 4.362703 -0.01 0.01 0.01 0.43
H -2.457642 3.205030 2.421620 0.02 0.00 -0.01 0.37
H -2.125637 -0.974655 1.529482 0.03 -0.03 -0.02 0.50
H -3.558391 -1.499956 3.461523 0.00 -0.02 0.00 0.45
H -1.820312 3.780333 -1.341287 -0.01 0.00 0.00 0.40
H -1.125674 6.141952 -1.200379 0.00 0.01 -0.01 0.42
H 0.283823 6.914258 0.675263 0.00 0.02 0.00 0.36
H 1.020151 5.305722 2.407536 0.00 0.01 0.01 0.41
H 0.376328 2.935881 2.239069 -0.01 0.01 0.00 0.47
H -4.053432 1.670565 0.059286 0.01 -0.01 0.01 0.49
H -5.545780 1.466697 -1.902355 -0.01 0.00 -0.01 0.44
H -4.599554 0.913860 -4.111392 -0.02 0.00 -0.02 0.39
H -2.703788 0.375367 -5.523179 -0.01 0.00 -0.03 0.38
H -0.288147 -0.048025 -5.781773 0.00 0.00 -0.02 0.44
H 1.219766 0.154895 -3.874022 -0.02 0.04 0.02 0.30
C 4.348964 -2.139062 1.291045 0.08 0.19 -0.05 -1.25
C 3.270992 -2.390539 2.341583 0.10 -0.03 0.09 0.22
C 2.797195 -1.076359 2.967466 -0.03 0.14 -0.04 -1.16
C 2.088736 -3.230113 1.903741 -0.09 -0.08 0.24 0.16
C 1.493085 -4.032129 2.875181 -0.03 -0.01 0.03 -0.70
C 0.379488 -4.801730 2.601487 0.06 0.04 -0.02 -1.28
C -0.156755 -4.782533 1.324931 0.06 0.02 -0.04 -0.99
C 0.407305 -4.015567 0.310646 -0.03 0.02 -0.03 0.02
C -0.289595 -4.036998 -1.046421 0.00 -0.04 0.04 0.51
C 0.594525 -4.323733 -2.263671 0.00 -0.02 0.08 -1.68
C -1.130311 -2.774868 -1.258160 0.06 0.01 0.03 -1.18
C 1.528129 -3.230388 0.633436 -0.14 -0.16 -0.12 1.52
N 2.160841 -2.513967 -0.434941 -0.20 -0.07 -0.45 -0.96
H 5.273772 -1.847944 1.790870 0.03 0.01 0.02 0.51
H 4.073691 -1.325312 0.615338 0.14 -0.20 0.16 -0.26
H 4.550637 -3.025694 0.690718 0.01 0.00 -0.02 0.35
H 3.741712 -2.972858 3.139627 0.02 0.00 0.00 0.63
H 2.264503 -0.469683 2.229868 0.12 -0.11 0.20 -0.15
H 3.652398 -0.508935 3.337224 0.05 0.03 0.04 0.43
H 2.123389 -1.263206 3.803730 -0.03 0.00 0.03 0.41
H 1.925496 -4.044087 3.868105 0.02 -0.01 0.05 0.45
H -0.057355 -5.425508 3.369477 -0.02 0.00 0.03 0.39
H -1.026757 -5.386454 1.096386 -0.01 -0.01 -0.01 0.42
H -0.990615 -4.875735 -0.978419 0.02 0.04 0.00 0.58
H 1.178420 -3.459545 -2.565389 0.08 0.11 0.03 0.21
H -0.041584 -4.602996 -3.105888 0.00 -0.01 0.00 0.50
H 1.284850 -5.145011 -2.070476 0.01 -0.03 0.01 0.39
H -0.509536 -1.878512 -1.281770 -0.03 -0.01 -0.02 -0.04
H -1.859481 -2.659650 -0.454570 -0.03 0.03 0.02 0.25
H -1.669593 -2.828816 -2.205257 -0.02 0.01 -0.03 0.54
O 1.177110 -0.679538 0.356336 -0.20 -1.35 0.96 1.00
N 1.945102 -1.314609 -0.542061 -0.33 0.24 -0.20 0.46
```
Forces are in eV/Å.

=====

(4)
Formula: C11H10BrNPdS
Source: the Open Molecules 2025 dataset
Level of theory: ωB97M-V with the def2-TZVPD basis set

For the energy above the lowest of the compared OMol25 structures with the same formula, charge and spin, the calculation gives 1.3 kcal/mol. As for the multiplicity: 5. As for the lowest unoccupied orbital energy (alpha / beta): 0.396 / -3.546 eV. As for the gap between HOMO and LUMO (alpha / beta): 7.696 / 4.154 eV. Its total charge is 0.

Structure (XYZ):
```
25
Properties=species:S:1:pos:R:3:forces:R:3:mulliken_spin:R:1
C 1.223916 1.431994 0.900826 -0.32 2.16 0.23 0.10
C 1.883681 0.862159 2.040115 0.84 1.58 1.15 0.20
C 2.964918 0.071872 1.543035 2.12 1.06 0.86 0.15
H 1.635379 1.001699 3.106442 0.10 -0.10 -0.89 0.02
C 2.944288 0.098895 0.127197 2.18 0.93 -0.42 0.14
C 1.878515 0.952343 -0.275570 0.50 1.79 -0.93 0.17
H 1.563879 1.108327 -1.286410 -0.02 0.29 -0.28 0.05
H 0.283632 1.975687 0.929485 0.42 0.16 -0.03 0.01
H 3.709622 -0.444090 2.148648 -0.51 -0.06 -0.21 0.02
H 3.629840 -0.434900 -0.521057 -0.17 0.11 0.12 0.02
Pd 1.138193 -0.561955 0.774990 -5.19 -8.32 0.55 1.00
Br -1.675076 -1.130283 1.505604 0.05 0.26 -0.52 0.70
C -2.978218 -0.847465 -1.755550 -0.58 0.47 1.44 0.39
C -2.397965 -0.034482 -2.775299 0.19 2.84 0.11 0.24
C -2.471978 1.333807 -2.342977 0.36 -2.10 -1.20 0.17
H -1.989649 -0.383841 -3.722061 -0.11 0.13 0.34 0.00
C -3.100560 1.356254 -1.058814 -0.12 -0.85 0.12 0.39
C -3.422798 0.010682 -0.699982 0.63 -0.48 0.11 0.07
H -3.898060 -0.299997 0.224485 -0.19 0.07 -0.41 0.00
H -3.064939 -1.930525 -1.754576 0.04 0.28 -0.03 0.02
H -2.124744 2.200999 -2.902945 -0.12 -0.33 0.19 0.00
H -3.319410 2.234299 -0.455324 0.11 -0.23 -0.19 0.02
S 3.737927 -2.921708 2.923075 0.34 -0.36 0.33 0.03
C 2.416642 -2.871390 2.015712 -2.59 0.31 -1.89 0.03
N 1.432962 -2.778381 1.310951 2.03 0.40 1.46 0.04
```
Forces are in eV/Å.